(1)
{
  "formula": "C32H26F3N6OS3Sc",
  "method": "ωB97M-V/def2-TZVPD",
  "homo_ev": -7.8,
  "lumo_ha": -0.0048,
  "orbital_gap_ev": 7.6359,
  "max_force_ev_per_a": 0.26,
  "relative_energy_kcal_mol": 14.41,
  "total_charge": 0,
  "symbols": ["Sc", "C", "C", "N", "N", "C", "S", "S", "C", "C", "C", "C", "C", "C", "C", "C", "C", "C", "C", "C", "C", "O", "H", "H", "H", "H", "H", "H", "H", "H", "H", "H", "H", "H", "H", "H", "N", "C", "C", "C", "C", "C", "N", "C", "C", "C", "C", "C", "N", "H", "H", "H", "H", "H", "H", "H", "H", "H", "F", "C", "F", "F", "C", "C", "C", "C", "N", "C", "S", "H", "H", "H"],
  "coordinates": [[0.211, 0.196, -0.415], [1.878, 0.198, -4.232], [0.855, -0.764, -3.709], [-0.365, -0.390, -3.637], [-1.249, -1.392, -3.275], [-2.049, -1.145, -2.317], [-2.144, 0.293, -1.301], [-3.196, -2.392, -1.845], [-2.785, -3.722, -3.007], [-3.284, -3.531, -4.414], [-4.645, -3.410, -4.675], [-5.106, -3.266, -5.974], [-4.207, -3.242, -7.032], [-2.848, -3.360, -6.780], [-2.391, -3.501, -5.478], [1.307, -2.110, -3.276], [1.861, -3.023, -4.162], [2.235, -4.291, -3.738], [2.064, -4.638, -2.405], [1.536, -3.731, -1.500], [1.156, -2.455, -1.919], [0.681, -1.572, -1.049], [1.401, 1.113, -4.581], [2.432, -0.255, -5.057], [2.608, 0.439, -3.455], [-3.246, -4.603, -2.557], [-1.704, -3.858, -2.994], [-5.347, -3.418, -3.849], [-6.168, -3.172, -6.162], [-4.566, -3.128, -8.048], [-2.141, -3.336, -7.599], [-1.329, -3.572, -5.275], [1.976, -2.746, -5.203], [2.647, -5.001, -4.442], [2.346, -5.626, -2.065], [1.395, -3.994, -0.458], [2.433, 2.866, 0.036], [3.076, 1.671, 0.326], [4.318, 1.744, 0.966], [4.979, 0.577, 1.265], [4.401, -0.638, 0.910], [3.173, -0.619, 0.297], [2.501, 0.515, 0.012], [1.577, 3.171, -1.012], [1.572, 4.502, -1.451], [0.739, 4.860, -2.483], [-0.056, 3.885, -3.074], [0.003, 2.602, -2.581], [0.786, 2.239, -1.542], [2.930, 3.671, 0.380], [4.745, 2.708, 1.208], [5.940, 0.610, 1.761], [4.885, -1.581, 1.119], [2.664, -1.534, 0.028], [2.230, 5.223, -0.984], [0.721, 5.882, -2.835], [-0.716, 4.109, -3.899], [-0.592, 1.804, -3.003], [-1.497, -0.047, 4.797], [-0.708, 1.034, 4.765], [-1.083, 1.820, 5.797], [0.546, 0.630, 5.031], [-0.794, 1.775, 3.458], [-1.239, 3.078, 3.430], [-1.318, 3.766, 2.221], [-0.918, 3.104, 1.083], [-0.469, 1.849, 1.100], [-0.424, 1.144, 2.250], [0.067, -0.500, 2.060], [-1.533, 3.559, 4.352], [-1.686, 4.780, 2.172], [-0.959, 3.582, 0.111]],
  "lowdin_charge": [0.6443, -0.0182, -0.3045, 0.0619, -0.0484, -1.0771, 0.5531, 0.9029, -0.4248, -0.2938, -0.0584, -0.0901, -0.1025, -0.0877, -0.0511, -0.1244, -0.0371, -0.0976, -0.0882, -0.0128, -0.3316, -0.2513, 0.0731, 0.0810, 0.0812, 0.0797, 0.0705, 0.1071, 0.0989, 0.0961, 0.0981, 0.1031, 0.1140, 0.0966, 0.1014, 0.1191, 0.1341, -0.2819, -0.0001, -0.0448, -0.0381, -0.1055, 0.0542, -0.3090, -0.0107, -0.0513, -0.0432, -0.1453, 0.0586, 0.1355, 0.1153, 0.1154, 0.1129, 0.0997, 0.1152, 0.1147, 0.1135, 0.0523, 0.1396, -0.6059, 0.1222, 0.1291, -0.1136, 0.0087, -0.0429, -0.1219, -0.0650, -0.6681, 0.7011, 0.1242, 0.1049, 0.1133]
}

(2)
{
  "formula": "C32H26GeIrN4O4S2",
  "method": "ωB97M-V/def2-TZVPD",
  "multiplicity": 2,
  "homo_ev": [-6.7, -8.0],
  "lumo_ha": [-0.0032, -0.0046],
  "orbital_gap_ev": [6.6028, 7.8420],
  "max_force_ev_per_a": 0.52,
  "relative_energy_kcal_mol": 34.71,
  "total_charge": 0,
  "symbols": ["Ir", "C", "C", "N", "C", "C", "S", "C", "C", "S", "C", "N", "C", "H", "H", "H", "H", "H", "H", "H", "H", "O", "C", "O", "C", "C", "N", "N", "C", "C", "O", "O", "H", "H", "H", "C", "Ge", "C", "C", "C", "C", "C", "C", "C", "C", "C", "C", "C", "C", "C", "C", "C", "C", "C", "C", "H", "H", "H", "H", "H", "H", "H", "H", "H", "H", "H", "H", "H", "H", "H"],
  "coordinates": [[0.187, -1.823, -0.802], [-3.066, -1.724, -0.421], [-2.286, -2.097, 0.793], [-0.978, -2.232, 0.873], [-0.566, -2.564, 2.160], [-1.596, -2.703, 3.031], [-3.084, -2.385, 2.270], [0.845, -2.726, 2.560], [1.258, -2.745, 3.862], [2.940, -3.025, 3.931], [2.994, -3.081, 2.207], [1.845, -2.901, 1.642], [4.270, -3.273, 1.455], [-2.392, -1.466, -1.233], [-3.706, -0.867, -0.201], [-3.692, -2.558, -0.741], [-1.543, -2.973, 4.071], [0.675, -2.615, 4.758], [5.084, -3.568, 2.115], [4.545, -2.346, 0.952], [4.132, -4.041, 0.695], [0.298, -3.385, -6.427], [1.226, -2.477, -6.186], [1.948, -2.036, -7.045], [1.342, -1.984, -4.783], [2.223, -1.000, -4.386], [2.050, -0.815, -3.064], [1.107, -1.626, -2.593], [0.661, -2.350, -3.605], [-0.411, -3.341, -3.255], [-0.888, -4.043, -4.143], [-0.719, -3.356, -2.015], [-0.227, -3.631, -5.611], [2.941, -0.444, -4.962], [2.464, -0.149, -2.428], [0.648, -0.217, -0.190], [-0.132, 1.430, 0.463], [-1.305, 1.157, 2.010], [-0.795, 0.620, 3.193], [-1.604, 0.455, 4.309], [-2.944, 0.812, 4.254], [-3.471, 1.333, 3.081], [-2.656, 1.506, 1.969], [1.254, 2.713, 0.954], [1.317, 3.292, 2.219], [2.315, 4.207, 2.533], [3.261, 4.557, 1.582], [3.206, 3.994, 0.314], [2.209, 3.080, 0.006], [-1.159, 2.155, -1.029], [-1.626, 3.467, -0.947], [-2.361, 4.026, -1.983], [-2.632, 3.279, -3.122], [-2.166, 1.975, -3.220], [-1.435, 1.417, -2.179], [0.251, 0.331, 3.250], [-1.187, 0.049, 5.223], [-3.576, 0.687, 5.124], [-4.516, 1.612, 3.032], [-3.076, 1.924, 1.061], [0.580, 3.032, 2.970], [2.351, 4.649, 3.522], [4.037, 5.271, 1.825], [3.937, 4.271, -0.435], [2.167, 2.654, -0.991], [-1.407, 4.067, -0.070], [-2.717, 5.045, -1.905], [-3.201, 3.714, -3.934], [-2.371, 1.392, -4.109], [-1.077, 0.396, -2.258]],
  "mulliken_spin": [0.1959, 0.0063, -0.0005, -0.0025, -0.0094, -0.0070, -0.0005, 0.0113, 0.0029, 0.0001, -0.0017, 0.0012, -0.0002, -0.0044, 0.0005, -0.0001, 0.0000, 0.0001, 0.0001, 0.0002, -0.0001, -0.0001, -0.0003, -0.0001, -0.0010, 0.0052, -0.0078, 0.0044, -0.0122, 0.0085, 0.0049, -0.0028, 0.0001, 0.0010, -0.0032, 0.7929, -0.0999, 0.0683, 0.0105, -0.0005, 0.0062, -0.0034, 0.0025, -0.0199, -0.0017, 0.0012, 0.0006, 0.0189, 0.0169, -0.0033, 0.0068, 0.0007, 0.0008, 0.0094, 0.0089, -0.0073, 0.0001, 0.0004, 0.0005, 0.0018, 0.0000, -0.0001, -0.0002, 0.0007, 0.0068, -0.0007, 0.0000, 0.0000, 0.0003, -0.0068]
}